ORCA calculation (the ωB97M-V functional and the def2-TZVPD basis) on a molecular structure, ClH3O3SSi in a non-equilibrium geometry.

Total energy, eV: -37425.1904
Maximum force, eV/Å: 7.28
Relative energy (zero: lowest compared OMol25 entry of this formula, charge and spin), kcal/mol: 69.9

Geometry as XYZ:
```
9
Properties=species:S:1:pos:R:3:forces:R:3
O -1.37026 2.58032 -1.04150 0.9277 0.9335 -0.2999
O -3.14497 1.13580 -2.01753 0.6088 0.0994 0.9889
O -1.43299 0.16486 -0.39690 -5.6091 2.4548 -3.9353
Si -0.42972 0.51449 0.75598 2.8545 2.2215 2.2801
S -2.32063 1.55286 -0.92856 0.6468 -3.1444 -1.7903
Cl -3.46172 2.12225 0.54270 -0.7954 -0.2512 1.0522
H 0.57253 1.46986 0.15398 -0.1075 -0.5711 0.7874
H -1.10869 0.92346 1.97901 -0.1034 0.7183 0.2185
H -0.18335 -0.79906 1.02448 1.5776 -2.4608 0.6983
```
Positions in Å, forces in eV/Å.

ORCA calculation (the ωB97M-V functional and the def2-TZVPD basis) on a molecular structure, ClH4NSi in a non-equilibrium geometry.

Total energy, eV: -21955.8489
Maximum force, eV/Å: 3.74
Relative energy (zero: lowest compared OMol25 entry of this formula, charge and spin), kcal/mol: 22.5

Geometry as XYZ:
```
7
Properties=species:S:1:pos:R:3:forces:R:3
N 0.04259 0.19965 1.19613 1.7872 1.9074 -1.1545
Si 0.03653 -0.11862 -0.52145 -1.9199 -3.1525 0.6024
Cl 1.82287 -0.49362 -1.31767 1.5266 -0.5093 -0.0995
H -0.85617 -0.03783 1.49940 -1.5256 -0.2670 1.1585
H 0.34052 1.16000 1.56434 -0.6641 -2.0392 -0.8550
H -0.34916 0.80987 -1.47215 -0.9926 1.7971 -0.8454
H -1.03719 -1.51945 -0.94860 1.7883 2.2635 1.1934
```
Positions in Å, forces in eV/Å.

ORCA calculation (the ωB97M-V functional and the def2-TZVPD basis) on C4H4FNS in the gas phase in a non-equilibrium geometry.

Total energy, eV: -19253.0768
Maximum force, eV/Å: 8.94
Structure (SMILES): FC1=CNC(=S)C1
Relative energy (zero: lowest compared OMol25 entry of this formula, charge and spin), kcal/mol: 42.3

Geometry as XYZ:
```
11
Properties=species:S:1:pos:R:3:forces:R:3
F -2.22954 -0.82603 -0.21955 -1.3775 -1.5296 -0.0092
C -1.00484 -0.36460 -0.18612 -4.7889 7.4515 1.1853
C -0.86255 1.02563 0.00061 -0.3580 -2.3933 -1.3862
N 0.56113 1.18823 -0.12599 0.4520 1.3020 0.1381
C 1.16938 -0.06723 -0.22550 1.1801 1.2573 1.7886
S 2.74736 -0.43502 -0.13069 0.7283 0.3592 -0.6301
C 0.12240 -1.09467 0.05760 1.2783 -4.1181 1.4754
H -1.67928 1.84604 0.13783 2.0291 -1.6936 -0.5128
H 1.02079 2.16371 -0.13410 -0.6251 -2.7811 -0.0451
H 0.12374 -1.28998 1.25630 0.3445 0.2708 -2.5983
H 0.03143 -2.14608 -0.43039 1.1371 1.8747 0.5943
```
Positions in Å, forces in eV/Å.

ORCA calculation (the ωB97M-V functional and the def2-TZVPD basis) on C3H3ClFNS2 in the gas phase in a non-equilibrium geometry.

Total energy, eV: -41556.8593
Maximum force, eV/Å: 6.02
Structure (SMILES): F[C@H](Cl)C(=S)/C=N\S
Relative energy (zero: lowest compared OMol25 entry of this formula, charge and spin), kcal/mol: 40.6

Geometry as XYZ:
```
11
Properties=species:S:1:pos:R:3:forces:R:3
F 2.37069 0.20221 -1.18031 2.7204 3.7156 -0.2271
C 1.45822 -0.63315 -0.95432 -2.5850 -5.3726 0.8332
Cl 0.42294 -0.77859 -2.45467 0.3809 -0.3892 -0.2971
C 0.32620 -0.31296 0.05507 2.1600 2.7223 -3.1744
S -0.47998 -1.27540 0.93911 -0.8295 -3.1873 2.2053
C -0.20884 1.03707 -0.14656 -3.2367 2.9104 0.3616
N -0.96343 1.61862 0.77117 0.7746 -0.0521 -1.1205
S -1.45414 1.10936 2.34831 1.6342 -2.1659 -2.0192
H 1.98863 -1.64161 -0.77106 -1.3920 1.1952 -0.1630
H -0.33991 1.59832 -1.26163 1.0989 -1.6192 3.2732
H -1.93865 2.23985 2.66288 -0.7257 2.2428 0.3280
```
Positions in Å, forces in eV/Å.

ORCA calculation (the ωB97M-V functional and the def2-TZVPD basis) on C4H7NS2 in the gas phase in a non-equilibrium geometry.

Total energy, eV: -27416.6058
Maximum force, eV/Å: 3.49
Relative energy (zero: lowest compared OMol25 entry of this formula, charge and spin), kcal/mol: 120.8

Geometry as XYZ:
```
14
Properties=species:S:1:pos:R:3:forces:R:3
C 2.83775 -0.10198 -0.89371 0.0596 0.8164 0.2819
C -1.41615 -1.19423 0.14636 0.3961 1.4157 1.2025
C -0.85434 0.10182 0.74521 0.5555 0.2109 -1.9945
C -0.67593 1.33927 -0.20797 -0.1043 -2.5624 0.7259
N 0.00298 -1.05199 0.61775 -0.4044 -0.2918 -1.0847
S 3.31431 1.28376 -0.31360 0.3320 0.0533 -0.2461
S 1.34299 -0.96599 -0.74433 -0.0724 -2.3890 2.5398
H -2.12879 -1.88267 0.64346 0.9096 0.4289 -0.0898
H -1.59339 -1.05337 -0.91107 -0.0137 -0.2411 -0.2058
H -0.88478 0.51133 1.72739 -0.7457 -0.5061 1.0470
H -1.29776 2.03778 0.26619 -1.3279 1.3223 -0.1683
H -0.94023 1.06450 -1.23741 0.1846 0.5843 0.2492
H 0.30541 1.74063 -0.06076 0.9284 0.0744 -0.3953
H 1.98793 -1.82886 0.22248 -0.6973 1.0841 -1.8619
```
Positions in Å, forces in eV/Å.

ORCA calculation (the ωB97M-V functional and the def2-TZVPD basis) on a molecular structure, C29H32I2NPW in a non-equilibrium geometry.

Total energy, eV: -59356.3557
Maximum force, eV/Å: 1.20
Net charge: +4
Relative energy (zero: lowest compared OMol25 entry of this formula, charge and spin), kcal/mol: 4.5

Geometry as XYZ:
```
66
Properties=species:S:1:pos:R:3:forces:R:3
W 0.62807 -0.96485 0.35270 -0.9851 0.5668 0.3879
C 4.09470 -0.59695 2.31435 0.0289 0.0017 0.0358
C 2.89741 -0.70314 3.26602 0.0301 0.0198 -0.0307
C 2.64591 0.60144 4.01379 -0.0050 -0.0002 -0.0156
C 1.66590 -1.28793 2.59501 -0.1059 -0.0484 0.1139
C 1.72507 -2.56861 2.01137 -0.0204 0.0181 -0.1292
C 0.59008 -3.17348 1.46041 0.0939 0.1282 -0.1353
C -0.72584 -2.63198 1.63043 0.0128 -0.0464 0.0208
C -1.92803 -3.44452 1.28265 -0.0245 -0.0064 0.0421
C -0.80357 -1.37820 2.24674 0.0274 -0.0963 0.0294
C 0.36845 -0.69924 2.65909 0.1072 -0.0528 -0.0923
H 4.96165 -0.22735 2.86074 0.0055 -0.0155 0.0041
H 3.92206 0.11722 1.49859 -0.0167 0.0007 0.0102
H 4.38800 -1.55900 1.89058 -0.0005 -0.0091 -0.0131
H 3.15398 -1.46444 4.01425 -0.0048 0.0223 0.0097
H 2.48333 1.44970 3.34045 -0.0251 0.0159 -0.0035
H 3.52576 0.85217 4.60413 0.0115 -0.0083 -0.0055
H 1.80855 0.53464 4.70886 -0.0046 0.0091 0.0142
H 2.68161 -3.07271 1.93036 -0.0253 -0.0335 0.0538
H 0.69009 -4.13228 0.96322 0.0047 -0.0056 0.0444
H -2.04287 -4.20551 2.06269 -0.0019 0.0103 0.0105
H -1.81334 -3.98314 0.34251 -0.0125 -0.0167 0.0108
H -2.83977 -2.85259 1.26853 0.0004 -0.0046 -0.0058
H -1.76661 -0.89508 2.36873 0.0090 -0.0440 0.0566
H 0.26337 0.28940 3.08526 -0.0229 -0.0568 0.0843
I 2.94262 -1.67932 -0.93386 0.1534 -0.0583 -0.2246
C 1.91097 -2.94061 -2.32956 0.0808 -0.0013 0.0084
I -0.12854 -2.64126 -1.76712 0.0023 -0.2963 -0.1640
H 2.23113 -3.97116 -2.19534 -0.0362 0.0165 0.0430
H 2.07462 -2.58681 -3.34462 -0.0305 0.0150 0.0137
N 1.39781 1.09321 0.57708 0.4912 0.2795 -0.0116
C 0.17825 1.76911 0.98991 -0.2526 -0.0684 -0.0885
C 0.12583 2.69229 2.01005 0.0211 0.0144 0.0045
C -1.12454 3.16347 2.40673 0.0066 -0.0168 -0.0228
C -2.30314 2.69651 1.80872 0.0081 -0.0018 -0.0078
C -2.24706 1.77638 0.78463 -0.0057 -0.0179 -0.0180
C -0.99043 1.30325 0.34297 0.3190 -0.1179 0.1310
P -0.69116 0.50623 -1.24036 0.3583 -0.2430 -0.3467
C 0.07128 1.62210 -2.39953 -0.1666 0.3420 0.2340
C -0.64054 2.79511 -2.70593 -0.0270 -0.0295 0.0418
C -0.09737 3.72161 -3.57941 0.0426 -0.1095 0.0225
C 1.15192 3.48520 -4.14652 0.0009 0.0378 -0.0197
C 1.86032 2.32892 -3.84332 0.0524 -0.0278 -0.0108
C 1.32596 1.39681 -2.96714 0.1104 -0.1717 -0.0236
C -2.19892 -0.18120 -1.87697 0.0227 0.0895 -0.0643
C -2.46937 -0.07248 -3.24891 0.0997 0.0646 0.0654
C -3.62350 -0.63776 -3.76678 -0.0898 -0.0574 0.0734
C -4.50247 -1.31497 -2.92762 0.0544 0.0398 -0.0866
C -4.23206 -1.43162 -1.56514 -0.0404 -0.0438 0.0881
C -3.08396 -0.87260 -1.03476 -0.0104 -0.0168 -0.0332
H 2.11110 1.18849 1.30474 -0.0407 0.0075 -0.0614
H 1.80574 1.50731 -0.27085 -0.1212 0.0092 -0.0330
H 1.02456 3.06199 2.48824 0.0170 0.0023 0.0042
H -1.18635 3.91101 3.18857 0.0143 0.0072 0.0048
H -3.25733 3.09479 2.12914 -0.0098 -0.0092 -0.0009
H -3.15120 1.46978 0.27533 -0.0175 -0.0001 0.0016
H -1.61872 2.98148 -2.27536 0.0000 -0.0037 0.0151
H -0.64321 4.62345 -3.82085 -0.0173 0.0023 -0.0025
H 1.57425 4.20717 -4.83373 0.0021 -0.0019 0.0075
H 2.82732 2.15449 -4.29597 -0.0056 -0.0016 -0.0094
H 1.87628 0.48408 -2.75822 -0.0399 0.0584 -0.0021
H -1.79286 0.45908 -3.90629 0.0069 0.0020 0.0115
H -3.84155 -0.54200 -4.82183 -0.0079 -0.0073 -0.0089
H -5.40763 -1.74817 -3.33273 -0.0103 -0.0033 -0.0037
H -4.93481 -1.94387 -0.92106 -0.0123 -0.0029 0.0002
H -2.89717 -0.93305 0.03217 0.0012 -0.0279 -0.0240
```
Positions in Å, forces in eV/Å.

Question: Which formula does entry 6 have?
Answer: C29H32I2NPW